{"formula": "C45H47IrN11O2P2S", "method": "ωB97M-V/def2-TZVPD", "symbols": ["Ir", "C", "N", "C", "C", "N", "N", "C", "N", "N", "H", "H", "H", "H", "H", "H", "H", "H", "H", "H", "H", "N", "P", "C", "C", "C", "C", "C", "C", "C", "C", "C", "C", "C", "C", "P", "C", "C", "C", "C", "C", "C", "C", "C", "C", "C", "C", "C", "H", "H", "H", "H", "H", "H", "H", "H", "H", "H", "H", "H", "H", "H", "H", "H", "H", "H", "H", "H", "H", "N", "C", "C", "C", "C", "C", "C", "N", "C", "C", "C", "S", "C", "N", "H", "H", "H", "H", "H", "H", "H", "O", "C", "N", "C", "O", "C", "C", "C", "C", "N", "C", "H", "H", "H", "H", "H", "H", "H", "H"], "positions_angstrom": [[-0.287262, -0.602496, -0.422403], [-2.371124, -2.315547, 3.699097], [-1.865476, -0.951472, 3.742808], [-2.087192, -0.168825, 4.952902], [-1.175251, -0.473784, 2.691604], [-0.888872, -1.171189, 1.623266], [-0.779934, 0.850150, 2.814089], [0.039059, 1.604789, 2.001697], [0.178523, 2.880319, 2.397794], [0.615355, 1.097859, 0.953882], [-2.899648, -2.523875, 4.625319], [-1.554231, -3.033648, 3.605180], [-3.074915, -2.444688, 2.874728], [-2.626863, -0.784340, 5.667605], [-2.705486, 0.709933, 4.756282], [-1.143890, 0.123586, 5.415233], [-1.224017, -2.123008, 1.698855], [-1.161442, 1.338619, 3.611704], [-0.349172, 3.278723, 3.157314], [0.708996, 3.529224, 1.839206], [1.171102, 1.790692, 0.458556], [3.050141, -1.231306, -0.152363], [3.012734, -0.939325, 1.502304], [4.622835, -0.608402, 2.180124], [5.347175, -1.655906, 2.769586], [6.605462, -1.403555, 3.286156], [7.128322, -0.117238, 3.252120], [6.399884, 0.930121, 2.700204], [5.149126, 0.691081, 2.163075], [2.285508, -2.319330, 2.342895], [2.005800, -3.526393, 1.700523], [1.549802, -4.601256, 2.442399], [1.357714, -4.467932, 3.813170], [1.619087, -3.258895, 4.450917], [2.081031, -2.180792, 3.719952], [2.025305, -0.484259, -1.342732], [2.797769, 1.122442, -1.655947], [2.170131, 1.971979, -2.569262], [2.755910, 3.177411, -2.914482], [3.970846, 3.548511, -2.351015], [4.604051, 2.704403, -1.453614], [4.022987, 1.492024, -1.110153], [2.427339, -1.425106, -2.832819], [3.742019, -1.787814, -3.131403], [4.035770, -2.420440, -4.326716], [3.026464, -2.665083, -5.249448], [1.723294, -2.277374, -4.975856], [1.423801, -1.665716, -3.768749], [3.995894, -1.426081, -0.485041], [4.937438, -2.654574, 2.813205], [7.177096, -2.209104, 3.723759], [8.107786, 0.072902, 3.670206], [6.806484, 1.930318, 2.701284], [4.573591, 1.509762, 1.756213], [2.202606, -3.630792, 0.639791], [1.380869, -5.555145, 1.964961], [1.026512, -5.317901, 4.392205], [1.494226, -3.173124, 5.520123], [2.326504, -1.252831, 4.218391], [1.244067, 1.677959, -3.033732], [2.276849, 3.822979, -3.635929], [4.430788, 4.484084, -2.627139], [5.561580, 2.978808, -1.035291], [4.554527, 0.833917, -0.439259], [4.556322, -1.557872, -2.455798], [5.053658, -2.702327, -4.551040], [3.262970, -3.142222, -6.188236], [0.946501, -2.446883, -5.707085], [0.405305, -1.365666, -3.548087], [-4.008989, -2.539178, -1.970042], [-4.701608, -1.402096, -1.601422], [-6.018806, -1.028144, -1.737667], [-6.347851, 0.221866, -1.215682], [-5.392586, 1.063807, -0.574324], [-4.086000, 0.691616, -0.439942], [-3.713868, -0.572822, -0.974600], [-2.520895, -1.194811, -0.997797], [-2.727163, -2.392027, -1.592847], [-1.656626, -3.329273, -1.745018], [-1.680515, -4.572480, -2.334577], [-0.148054, -5.284096, -2.261895], [0.444048, -3.893151, -1.450495], [-0.429677, -2.955248, -1.241305], [-4.406310, -3.339459, -2.439411], [-6.763369, -1.649180, -2.213480], [-7.368646, 0.565703, -1.292621], [-5.727649, 2.013674, -0.186181], [-3.365269, 1.327499, 0.051594], [-2.503454, -5.088204, -2.795906], [1.482433, -3.809815, -1.176530], [-1.507472, 7.190157, -0.073868], [-2.751647, 6.780426, -0.581616], [-2.500180, 5.648941, -1.448788], [-2.474141, 4.394992, -0.976332], [-2.791564, 4.063618, 0.153449], [-2.022234, 3.306358, -1.920304], [-2.254411, 3.226683, -3.284171], [-1.888876, 2.058900, -3.944559], [-1.308429, 1.028774, -3.226394], [-1.053587, 1.111310, -1.913571], [-1.405110, 2.230855, -1.295667], [-1.584818, 8.083593, 0.290146], [-3.230077, 7.570668, -1.170596], [-3.427264, 6.446048, 0.216401], [-2.049084, 5.846414, -2.331172], [-2.742619, 4.027436, -3.822864], [-2.066086, 1.942320, -5.002478], [-1.025798, 0.107460, -3.717120], [-1.241987, 2.284685, -0.231231]], "forces_ev_per_a": [[0.605, 0.595, 0.565], [-0.036, -0.118, -0.021], [0.156, 0.017, -0.248], [-0.044, 0.080, 0.204], [0.050, -0.021, 0.130], [-0.259, -0.243, -0.260], [-0.171, 0.072, 0.195], [-0.004, 0.040, -0.038], [0.032, 0.045, 0.011], [-0.036, -0.040, -0.229], [0.035, -0.012, -0.086], [0.017, -0.062, 0.002], [-0.010, -0.035, -0.029], [0.049, 0.093, -0.029], [-0.028, 0.029, 0.045], [0.013, 0.043, 0.044], [0.014, 0.028, 0.097], [0.074, -0.080, -0.106], [-0.004, -0.001, -0.002], [-0.015, -0.025, 0.008], [0.015, 0.008, 0.016], [0.234, 0.172, 0.029], [0.062, -0.185, -0.056], [-0.134, -0.038, -0.083], [0.039, 0.008, 0.039], [-0.050, -0.048, -0.009], [0.044, -0.002, 0.021], [-0.070, -0.010, -0.051], [0.023, 0.021, 0.027], [0.055, 0.120, -0.048], [0.006, 0.020, -0.113], [0.002, 0.036, -0.012], [-0.017, 0.028, 0.021], [-0.010, -0.051, 0.007], [0.011, -0.062, -0.012], [-0.243, -0.292, -0.140], [-0.093, 0.003, 0.056], [0.117, 0.032, 0.092], [0.030, 0.003, 0.016], [-0.051, -0.042, -0.009], [0.004, -0.002, 0.000], [-0.007, -0.010, 0.015], [0.040, 0.017, 0.049], [-0.071, 0.001, 0.012], [-0.007, 0.010, -0.002], [-0.006, 0.025, 0.026], [0.020, -0.020, -0.023], [-0.049, -0.025, 0.133], [-0.101, 0.034, 0.028], [-0.019, -0.070, -0.003], [0.018, -0.035, 0.011], [0.007, 0.004, 0.005], [0.017, 0.058, -0.006], [-0.049, 0.075, -0.042], [0.036, 0.046, 0.215], [-0.025, -0.075, -0.022], [-0.023, -0.051, 0.037], [-0.021, 0.002, 0.072], [0.005, 0.095, 0.050], [-0.181, -0.039, -0.094], [-0.028, 0.039, -0.040], [0.043, 0.103, -0.029], [0.056, 0.016, 0.020], [0.033, -0.036, 0.050], [0.075, 0.009, 0.027], [0.063, -0.019, -0.012], [0.014, -0.042, -0.077], [-0.052, -0.016, -0.045], [0.014, -0.056, 0.025], [-0.174, -0.229, -0.174], [-0.334, -0.090, -0.091], [0.355, -0.283, -0.056], [-0.008, -0.037, -0.022], [0.474, 0.029, 0.130], [-0.302, 0.216, 0.034], [0.349, -0.071, 0.050], [-0.252, 0.258, 0.037], [-0.047, -0.043, -0.019], [-0.027, -0.080, -0.049], [0.113, 0.021, 0.045], [-0.126, 0.095, -0.010], [-0.145, 0.167, -0.085], [0.075, -0.078, -0.023], [-0.018, -0.049, -0.010], [-0.025, -0.047, -0.026], [-0.107, 0.031, -0.013], [0.010, 0.080, 0.042], [0.000, 0.061, 0.048], [-0.146, -0.078, -0.071], [0.059, 0.014, -0.049], [0.117, 0.185, 0.147], [-0.304, 0.049, 0.082], [0.000, 0.135, -0.171], [0.120, 0.000, -0.196], [-0.100, -0.152, 0.294], [0.051, -0.062, 0.024], [0.012, -0.016, 0.095], [0.025, -0.061, 0.063], [0.004, 0.036, -0.134], [0.083, -0.114, -0.097], [-0.116, 0.146, 0.010], [0.025, -0.155, -0.079], [0.061, -0.139, 0.079], [0.127, 0.069, -0.226], [-0.058, -0.018, 0.073], [-0.019, 0.054, -0.029], [-0.005, -0.015, -0.082], [-0.015, -0.014, -0.034], [0.060, 0.021, 0.072]], "lowdin_spin": [2.320, 0.001, 0.016, 0.002, 0.020, 0.090, 0.006, 0.032, 0.019, 0.155, 0.000, 0.000, 0.000, 0.000, 0.001, 0.001, 0.000, 0.000, 0.002, 0.001, 0.000, 0.137, 0.456, 0.074, 0.029, 0.004, 0.026, -0.001, 0.023, 0.067, 0.036, 0.002, 0.046, -0.003, 0.039, 0.084, 0.010, 0.003, 0.000, 0.003, 0.000, 0.004, 0.013, 0.003, 0.001, 0.000, 0.000, 0.002, 0.008, 0.000, 0.001, 0.001, 0.000, 0.003, 0.002, 0.000, 0.002, -0.001, 0.001, 0.000, 0.000, 0.000, 0.000, 0.001, 0.001, 0.000, 0.000, 0.000, 0.001, -0.005, 0.111, 0.018, 0.246, 0.046, 0.070, 0.159, 0.153, 0.106, 0.017, 0.083, 0.039, 0.021, 0.076, -0.001, -0.002, 0.010, 0.000, 0.001, 0.003, 0.001, 0.000, 0.000, 0.000, 0.001, 0.000, 0.004, -0.003, 0.003, 0.004, 0.087, 0.006, 0.000, 0.000, 0.000, 0.000, 0.000, 0.001, 0.000, 0.001], "charge": 4, "spin_multiplicity": 6, "s_squared": 8.795, "max_force_ha_per_bohr": 0.020, "energy_ha": -3679.7393}